{
  "formula": "C4H12I2N2Si",
  "method": "ωB97M-V with the def2-TZVPD basis set",
  "molar_mass_g_mol": 370.05,
  "energy_ev": -31403.626,
  "e_lumo_ev": 0.03,
  "smiles": "CN(C)[Si](I)(I)N(C)C",
  "relative_energy_kj_mol": 0.0,
  "homo_lumo_gap_ev": 9.00,
  "elements": ["N", "H", "H", "H", "H", "C", "Si", "N", "H", "H", "C", "H", "C", "I", "H", "I", "H", "C", "H", "H", "H"],
  "xyz": [[0.6413, 0.0189, -1.5776], [-0.5206, 1.5966, -2.4418], [0.7892, 0.8421, 3.4047], [-0.6738, -1.6768, 1.6913], [-1.3553, -0.0253, 2.1826], [-0.7485, -0.6379, 1.4376], [1.4791, -0.0607, -0.1027], [0.5190, 0.0800, 1.3588], [1.4544, -1.7136, -2.4348], [-0.3535, 1.4894, -0.7147], [-0.4284, 0.8728, -1.6251], [2.3146, 0.4323, 2.6213], [0.5704, -1.0028, -2.5391], [2.8117, 2.2409, 0.2017], [-0.4878, -1.5455, -2.5202], [2.8132, -2.1229, -0.0527], [0.6897, -0.5138, -3.6188], [1.2307, 0.1214, 2.6503], [-1.3310, 0.1847, -1.6374], [-1.3063, -0.7837, 0.4718], [1.2344, -0.9186, 2.9254]],
  "atomic_forces_ev_per_a": [[2.415, -1.395, 0.775], [0.413, -0.375, -0.392], [-0.027, -1.088, -0.840], [0.427, -0.676, 1.101], [0.218, -1.262, -0.955], [-1.168, 1.169, -0.072], [0.374, 1.452, 1.403], [0.949, 0.150, -1.655], [-1.541, 0.679, -0.210], [-0.858, 0.006, -0.197], [-2.980, 1.489, 1.050], [-1.144, -0.245, -0.639], [0.204, -1.376, -3.156], [-0.491, -1.425, -0.370], [2.130, 0.804, 0.001], [0.100, 0.343, 0.106], [-0.415, -1.089, 1.994], [0.569, 0.733, 0.073], [0.183, 1.330, 0.171], [0.609, 1.116, 0.573], [0.031, -0.339, 1.239]],
  "mulliken_charge": [0.259, 0.278, 0.255, 0.359, 0.337, -0.911, 0.339, 0.122, 0.209, 0.341, -1.015, 0.332, -0.854, -0.235, 0.228, -0.156, 0.277, -1.067, 0.294, 0.225, 0.382]
}